# 1
The following is a quantum chemistry calculation of C29H50Cl9N2O10Zr as an isolated structure in a non-equilibrium geometry, from OMol25.

```
101
Properties=species:S:1:pos:R:3:forces:R:3
Zr 0.300626 0.726289 0.820540 -3.99 -3.87 -1.87
C -2.716464 1.269466 -2.621108 0.45 0.63 1.30
C -1.678322 2.476827 -2.878689 -3.57 -1.11 -1.26
C -2.715245 3.483402 -3.630623 1.90 0.52 1.29
C -2.038713 4.878265 -3.748655 -0.22 -0.34 0.20
C -1.598177 5.457192 -2.357704 -1.00 -2.07 0.45
C -0.663207 4.480980 -1.519455 0.83 0.75 -0.33
N -1.207342 3.084186 -1.591717 -0.63 -0.35 -0.16
O -0.540819 2.151155 -0.781518 2.04 -1.59 2.44
C -0.575815 4.980246 0.032836 -0.09 -0.43 -2.27
C 0.723731 4.630109 -2.232621 0.63 -0.83 0.67
C -0.722187 1.962051 -3.954428 1.97 1.27 0.58
H -3.180476 0.799302 -3.488127 0.31 0.69 -0.60
H -3.514822 1.735042 -2.043214 -0.18 -0.28 0.17
H -2.375172 0.394605 -2.067711 0.65 0.26 0.32
H -3.684675 3.562877 -3.138714 0.24 0.06 0.65
H -2.987890 3.019179 -4.578384 0.49 0.21 -0.21
H -2.767970 5.548700 -4.203399 0.16 0.27 -0.01
H -1.209484 4.778831 -4.449076 0.17 0.20 0.03
H -2.528151 5.501672 -1.790890 -0.18 0.33 0.16
H -1.178925 6.462752 -2.391937 0.19 -0.20 -0.16
H 0.245388 4.511070 0.574669 -0.09 -0.25 -0.08
H -1.530464 4.838316 0.539407 0.07 -0.14 -0.05
H -0.343978 6.044977 0.006335 -0.09 0.05 -0.03
H 1.284489 5.519923 -1.946473 -0.43 0.36 -0.03
H 0.688769 4.564143 -3.320065 -0.45 0.37 0.03
H 1.426963 3.834148 -1.987674 -0.14 -0.41 0.41
H -0.181046 1.065265 -3.652684 -0.37 -0.29 -0.16
H 0.073101 2.696559 -4.081311 0.34 0.20 0.10
H -1.104301 1.945287 -4.975115 -0.61 -0.64 0.33
C 2.279918 -1.331283 4.873259 -0.10 -0.51 0.04
C 1.086756 -2.142453 4.316681 0.20 0.21 -1.71
C 0.562150 -3.193039 5.251829 -0.23 -0.90 0.69
C 0.004143 -2.644116 6.519147 0.24 -0.82 1.71
C -1.132578 -1.721626 6.322769 -0.72 -0.11 -2.00
C -0.900509 -0.652799 5.202841 0.78 -0.43 1.58
N -0.106596 -1.285766 4.055533 -0.32 0.54 -1.76
O 0.129816 -0.518032 2.816519 -0.04 2.09 -0.53
C -0.205495 0.458187 6.021711 -0.38 1.12 -1.46
C -2.312914 -0.271221 4.785288 -0.49 0.32 -1.16
C 1.602819 -2.935943 3.023973 0.62 0.96 0.14
H 3.162807 -1.970478 4.879413 -0.03 -0.23 0.52
H 2.017802 -0.962151 5.864784 0.50 -0.13 -0.06
H 2.624524 -0.491549 4.269770 -0.65 0.12 -0.30
H 1.303496 -3.929712 5.561367 0.41 0.10 -0.43
H -0.226537 -3.759210 4.756325 -0.01 0.02 -0.36
H 0.833861 -2.323476 7.149110 -0.09 0.69 0.06
H -0.434389 -3.444285 7.115405 0.25 -0.46 0.01
H -1.536504 -1.282470 7.234956 0.28 0.30 -0.10
H -1.941782 -2.322812 5.908214 -0.20 -0.42 0.20
H 0.648906 0.191386 6.643739 -0.17 -0.29 -0.29
H -0.951651 0.918487 6.669372 -0.04 -0.04 0.04
H 0.076023 1.221933 5.296769 0.43 0.37 0.20
H -3.015584 -0.066596 5.593049 0.58 0.27 0.54
H -2.825683 -1.096441 4.291155 0.45 -0.43 -0.26
H -2.396253 0.560253 4.085422 0.33 0.23 0.05
H 1.000030 -3.143818 2.139934 -0.91 0.19 0.59
H 2.047518 -3.885883 3.320554 -0.14 -0.02 0.33
H 2.428627 -2.381726 2.577913 0.12 0.22 0.09
C 1.320668 -2.480868 -1.649682 -0.16 -0.89 -0.39
C 0.847178 -1.558013 -0.603652 -1.34 3.35 -0.21
O -0.271199 -0.898703 -0.666106 -0.27 -0.41 -0.40
O 1.527400 -1.073457 0.326370 2.42 0.65 1.72
H 1.005457 -3.496262 -1.409438 -0.36 -0.06 -0.08
H 2.394304 -2.579477 -1.809904 0.02 0.59 0.60
H 0.883275 -2.163446 -2.596273 -0.18 -0.16 0.16
C 0.641062 -1.731254 -6.307692 -0.51 0.08 -1.25
Cl -0.394431 -1.778694 -4.885471 0.35 0.46 0.08
Cl 2.092054 -2.688901 -6.184059 0.20 -0.12 0.40
Cl 1.056298 -0.089741 -6.946622 -0.34 -0.47 0.69
H 0.026192 -2.178915 -7.088487 0.26 0.14 0.08
C -0.172821 -6.394283 -3.765915 -0.17 0.17 0.44
Cl 1.214968 -7.258829 -4.385547 0.04 -0.31 -0.05
Cl -1.394495 -7.441374 -3.007972 0.12 -0.05 -0.42
Cl -0.874236 -5.382990 -5.058464 0.11 -0.24 0.60
H 0.183873 -5.814187 -2.914819 -0.10 0.40 -0.58
C 5.775282 -2.968586 0.609949 0.42 -0.34 -0.74
Cl 4.685810 -1.850088 -0.210812 0.04 0.28 0.26
Cl 6.976601 -3.581547 -0.531368 0.59 0.42 -0.26
Cl 4.917886 -4.391096 1.120131 -0.69 -0.26 0.86
H 6.303195 -2.478335 1.427916 -0.35 -0.07 -0.10
C 4.569267 2.219644 -4.039781 1.55 -1.05 0.82
C 3.844533 1.161405 -4.851352 1.09 1.33 -1.65
O 3.191366 0.411052 -3.886067 -1.37 -0.90 0.59
C 3.070284 1.122042 -2.758105 -1.58 -1.42 2.70
O 2.382869 0.781160 -1.774386 1.60 0.76 -2.56
O 3.854709 2.169285 -2.777447 -0.39 1.66 -0.26
H 4.723370 3.190784 -4.510139 -0.82 0.12 0.42
H 5.552007 1.891717 -3.700979 0.29 -0.10 -0.55
H 4.485630 0.549959 -5.486346 0.20 -0.24 0.50
H 3.207691 1.663054 -5.579971 -0.83 -0.21 0.34
C -5.170929 -0.228808 2.684918 -0.10 -2.80 0.72
C -4.935878 -1.574314 1.970141 -1.64 1.30 -0.12
O -3.634658 -1.427458 1.439413 1.40 -1.49 -1.01
C -3.232923 -0.182154 1.442062 0.61 0.93 2.21
O -2.144703 0.275256 1.091279 -1.57 -0.48 0.17
O -4.151356 0.520541 2.162497 1.86 3.00 -1.70
H -4.950747 -0.408803 3.737168 -0.46 0.61 0.24
H -6.197492 0.072210 2.475993 0.39 0.76 0.18
H -5.634938 -1.533135 1.134845 0.08 -0.98 -0.11
H -5.094564 -2.390563 2.674880 0.55 -0.31 -0.64
```
Positions in Å, forces in eV/Å.

Values from the calculation:
* charge: +1
* Kohn-Sham gap: 5.6 eV

These are the Löwdin partial charges, in e, on atoms 1 to 6: number 1, Zr, carries 2.122; number 2, C, carries -0.041; number 3, C, carries -0.408; number 4, C, carries -0.127; number 5, C, carries -0.167; number 6, C, carries -0.116


# 2
The following is a quantum chemistry calculation of a 10-piece molecular cluster, C29H51BF3N9O6P overall in a non-equilibrium geometry, from OMol25.

```
100
Properties=species:S:1:pos:R:3:forces:R:3
C 3.124555 2.084349 3.154173 -0.26 -0.25 0.32
C 2.258442 1.675294 4.369445 0.25 -0.13 0.05
B 0.802939 1.288621 3.881863 -0.09 0.00 -0.15
O -0.187443 2.275920 4.042989 0.42 0.13 0.02
P 0.292246 -0.451647 3.086592 -1.20 -0.20 0.74
C -0.797758 0.331842 1.724496 1.00 -0.86 -0.25
C -0.048260 1.139460 0.709549 -1.00 0.51 -0.44
O 0.452706 0.358404 -0.397609 0.05 0.03 0.42
C 1.807392 0.510451 -0.612462 0.06 -0.33 -0.30
C 2.098163 1.541606 -1.663715 -0.10 0.09 -0.30
F 3.414669 1.509523 -2.011592 -0.26 0.16 0.09
F 1.806030 2.806861 -1.303893 0.11 -0.17 -0.09
F 1.395005 1.300308 -2.807707 0.21 0.14 0.14
O 1.214905 -1.157956 4.451027 0.36 -0.31 -0.30
C 2.376495 -1.841819 4.027369 -1.48 0.91 0.42
C 2.621536 -1.547656 2.531332 0.45 -0.56 0.83
O 2.468518 -2.789731 1.850705 0.33 -0.20 -0.14
C 2.839572 -2.740955 0.492192 -0.34 -0.53 0.80
C 3.813740 -3.851193 0.164602 0.44 0.22 -0.43
C 3.587821 -4.361141 -1.235915 0.03 0.13 0.06
O 5.161827 -3.380870 0.294183 0.14 -0.03 0.44
O 1.802225 -0.582388 2.065865 0.08 0.72 -0.02
H 2.543099 2.010608 2.248060 -0.08 0.26 -0.49
H 3.541077 3.074332 3.259695 0.04 0.42 -0.08
H 3.944432 1.393898 3.027300 0.33 -0.24 -0.07
H 2.233601 2.475664 5.098358 -0.14 0.40 0.18
H 2.758571 0.854658 4.858340 0.01 -0.45 0.20
H -0.314169 2.732841 3.205872 -0.42 0.09 -0.14
H -0.901787 -0.538550 3.928870 0.11 0.37 0.16
H 0.034548 -1.782332 2.656656 0.03 -0.04 -0.19
H -1.579961 0.918767 2.178020 -0.13 0.43 0.32
H -1.302642 -0.461292 1.192796 -0.24 -0.42 -0.18
H -0.734968 1.853045 0.264151 -0.11 0.35 -0.24
H 0.742175 1.737477 1.146132 0.47 0.02 0.12
H 2.201937 -0.421419 -0.997060 0.13 -0.29 -0.24
H 2.378974 0.728221 0.278134 0.08 0.18 0.40
H 2.225582 -2.900408 4.199844 0.35 -0.47 -0.09
H 3.178311 -1.453638 4.650162 0.61 -0.19 -0.06
H 3.671586 -1.255234 2.454170 0.33 0.19 -0.51
H 1.940871 -2.891832 -0.095720 -0.34 0.24 -0.33
H 3.300943 -1.790242 0.265556 0.13 0.32 -0.27
H 3.706720 -4.659548 0.871773 -0.23 -0.22 0.37
H 3.726842 -3.547398 -1.938487 0.02 0.26 -0.32
H 4.278380 -5.152790 -1.481832 0.26 -0.34 -0.11
H 2.578743 -4.720972 -1.347456 -0.38 -0.23 -0.09
H 5.564238 -3.377928 -0.571736 0.13 0.05 -0.25
C -2.573334 -3.340886 4.956328 -0.06 -0.04 0.09
C -2.481790 -2.892884 3.580073 0.28 -0.03 0.29
N -2.301526 -2.514419 2.516791 -0.45 -0.05 -0.66
H -3.494580 -3.891182 5.116675 -0.03 -0.04 0.07
H -1.725000 -3.982145 5.185997 0.04 0.02 0.01
H -2.552728 -2.479115 5.619754 0.03 0.02 0.03
C -1.254709 -0.834466 -3.151986 0.07 0.11 0.06
C -2.318837 -1.743671 -3.538464 0.22 0.04 0.14
N -3.130269 -2.487894 -3.850668 -0.37 -0.28 -0.15
H -1.538117 0.185974 -3.398486 0.04 0.06 0.03
H -1.052092 -0.895747 -2.082816 0.00 0.02 0.01
H -0.352438 -1.095061 -3.700884 0.07 0.04 0.02
C -7.353811 -4.087236 5.286200 -0.18 -0.01 -0.10
C -6.215619 -3.918884 6.168426 -0.13 -0.09 -0.06
N -5.324830 -3.790768 6.875755 0.27 0.08 0.28
H -8.111648 -3.348254 5.539216 -0.05 0.00 -0.07
H -7.052649 -3.945904 4.252190 0.00 0.04 -0.08
H -7.776631 -5.081606 5.405043 0.00 -0.05 0.03
C 3.602460 2.419373 -5.038484 0.01 0.17 -0.11
C 4.288811 1.688392 -6.089017 -0.08 0.11 0.16
N 4.829757 1.110320 -6.915851 0.15 -0.18 -0.37
H 3.143168 1.727311 -4.347820 -0.07 -0.09 0.12
H 4.313113 3.042466 -4.500843 0.00 0.01 0.06
H 2.831577 3.050078 -5.476806 -0.03 0.03 0.01
C -4.972854 -5.529647 -3.063609 0.11 0.05 -0.13
C -5.251117 -6.237782 -1.828311 -0.02 0.08 -0.07
N -5.485827 -6.800988 -0.860019 -0.08 -0.23 0.31
H -4.794897 -6.252162 -3.857204 0.01 0.02 -0.06
H -5.821845 -4.905818 -3.330733 0.00 0.05 -0.02
H -4.094927 -4.897166 -2.953293 -0.01 0.07 -0.02
C -6.528510 -0.124569 4.572525 0.09 0.08 0.09
C -6.828977 -1.077419 3.519133 0.09 0.16 0.15
N -7.063643 -1.838124 2.697639 -0.18 -0.31 -0.28
H -5.664258 -0.466647 5.138209 0.04 0.02 0.02
H -6.305784 0.845883 4.135950 0.04 0.04 0.01
H -7.381969 -0.031397 5.240564 -0.01 0.02 0.03
C -0.201938 6.117605 -0.721192 0.01 0.02 0.06
C -0.249920 5.145222 0.355807 0.05 0.12 -0.19
N -0.276949 4.362308 1.187908 -0.05 -0.27 0.50
H -1.145734 6.653495 -0.780255 -0.02 0.03 -0.06
H 0.602262 6.826408 -0.532090 0.01 0.03 -0.02
H -0.023310 5.614664 -1.665321 -0.01 -0.04 -0.06
C 2.715650 1.713420 -9.942337 0.02 -0.08 0.11
C 2.552064 2.945615 -10.693564 0.02 -0.19 0.11
N 2.423164 3.916192 -11.285411 -0.05 0.38 -0.23
H 3.214657 0.969834 -10.558567 0.02 -0.04 0.01
H 3.316534 1.894622 -9.053501 0.04 -0.06 0.02
H 1.741771 1.333226 -9.642748 -0.02 -0.03 0.01
C 1.556806 8.641751 -3.367607 0.09 0.08 0.02
C 0.452961 7.724510 -3.588519 0.16 0.15 -0.04
N -0.413467 6.998356 -3.763423 -0.31 -0.22 -0.11
H 1.268416 9.643944 -3.675161 0.02 0.04 0.00
H 1.821256 8.654002 -2.312678 0.03 0.02 0.03
H 2.419679 8.323657 -3.947606 0.04 0.01 -0.01
```
Positions in Å, forces in eV/Å.

Values from the calculation:
* charge: -1
* Kohn-Sham gap: 5.0 eV

These are the Löwdin partial charges, in e, on atoms 1 to 6: number 1, C, carries -0.101; number 2, C, carries -0.164; number 3, B, carries -0.461; number 4, O, carries 0.043; number 5, P, carries 0.650; number 6, C, carries -0.284